[1]
Molecular formula: C31H24N7O4SSr
Method: DFT, wB97M-V/def2-TZVPD

XYZ file:
```
68
Properties=species:S:1:pos:R:3:forces:R:3:mulliken_charge:R:1
Sr -0.28881 -0.86231 0.77384 0.164 -0.236 -0.316 1.815
S 2.33765 4.09852 -1.57685 -0.037 0.001 0.046 -0.310
O -2.58225 1.57518 -2.48840 0.001 -0.041 -0.190 -0.482
O -0.84862 0.24632 3.06074 0.150 -0.074 -0.020 -0.545
O -1.01804 0.23714 -1.59390 -0.082 -0.066 0.199 -0.571
O -0.60247 2.11562 4.19412 -0.018 -0.112 0.148 -0.485
N 1.61163 -3.74622 -0.37511 0.179 -0.038 -0.055 -0.974
N -1.43057 1.53717 0.78707 0.123 -0.321 -0.014 0.672
N 1.44392 -2.58456 0.09487 -0.236 0.105 0.110 0.500
N 1.31993 1.79162 -2.51946 -0.007 -0.090 -0.075 -0.312
N 1.39410 2.09815 -0.19902 0.172 -0.362 -0.116 0.168
N 2.40251 -0.89324 1.26700 -0.208 0.090 -0.168 -0.049
N -1.26048 -2.86223 -0.39680 0.402 -0.044 0.261 0.105
C -0.91878 1.45080 3.09499 -0.167 0.343 0.100 0.131
C 1.82786 3.04581 0.71415 0.107 0.216 0.007 -0.691
C 4.94223 -1.36151 0.24366 -0.169 -0.097 -0.035 -0.492
C -2.18604 3.43778 -0.41789 0.009 -0.103 0.004 -0.791
C 1.64312 2.49858 -1.40794 -0.114 0.112 0.082 0.251
C 0.53653 -4.50435 -0.71014 -0.055 0.206 0.067 -0.209
C -1.75235 1.19742 -1.53495 -0.128 -0.028 -0.092 0.278
C -2.49293 -2.39186 -0.83832 0.003 0.036 -0.147 0.392
C -4.01314 -1.83063 -2.63910 0.048 -0.019 -0.012 -0.933
C -2.12105 4.19132 0.74391 0.001 0.024 0.008 -0.922
C -3.31184 -1.66459 0.03199 0.044 0.013 0.017 -0.554
C 3.43805 -0.13912 1.62863 0.271 0.018 0.058 -0.466
C 2.75006 5.12083 2.32708 0.010 0.006 0.040 -0.751
C 1.84459 2.89309 2.09843 -0.080 -0.036 -0.058 -0.023
C -2.86713 -2.46010 -2.19229 -0.113 0.136 0.051 0.015
C -4.81547 -1.10141 -1.76338 -0.038 0.037 0.049 -0.491
C -1.70489 3.59742 1.92546 0.032 -0.131 -0.079 -0.718
C -4.45672 -1.02461 -0.42843 -0.076 0.086 -0.034 -0.930
C 2.62711 -1.88742 0.40209 0.190 -0.184 -0.031 0.026
C -1.37237 -6.36916 -1.49017 -0.173 0.229 0.053 -0.679
C 3.87816 -2.15392 -0.14522 0.122 -0.025 0.014 -0.334
C -1.36902 2.24687 1.89956 -0.249 0.430 -0.041 1.036
C 2.79026 5.27353 0.95269 0.027 0.071 -0.023 -0.406
C 4.72209 -0.33422 1.15280 -0.070 0.063 0.085 -0.839
C -1.76345 -5.10471 -1.14569 -0.100 -0.200 -0.078 -0.439
C 2.29781 3.92933 2.89429 0.028 0.046 0.044 -1.300
C -1.80998 2.10276 -0.34460 -0.096 0.375 0.115 0.050
C -0.84415 -4.09273 -0.74103 -0.138 0.008 -0.030 0.176
C 2.33827 4.23022 0.16028 -0.042 -0.109 0.023 0.711
C 0.90212 -5.81825 -1.09599 -0.089 -0.234 -0.086 -0.200
C -0.01828 -6.74691 -1.48178 0.278 0.043 0.043 -0.821
H 1.07048 0.82546 -2.37153 0.004 0.033 -0.050 0.129
H -2.13272 -7.08992 -1.76337 0.010 -0.030 -0.004 0.399
H -2.23308 -2.99916 -2.88366 0.005 -0.025 -0.001 0.527
H -3.08464 -1.63262 1.09571 0.024 -0.094 0.005 0.742
H 1.55653 1.94501 2.53127 -0.083 -0.006 0.039 1.059
H -1.66255 4.19406 2.82654 -0.007 -0.008 0.032 0.392
H 0.27789 -7.74697 -1.76180 0.020 -0.012 -0.002 0.376
H -4.29082 -1.90806 -3.68317 -0.002 -0.006 -0.020 0.415
H -0.62804 3.07422 4.07034 0.037 -0.067 -0.033 0.343
H -5.08021 -0.48448 0.27293 -0.024 0.010 -0.006 0.469
H 3.17934 6.18223 0.51440 0.004 0.007 -0.029 0.442
H 5.52426 0.30513 1.49092 0.020 0.008 -0.006 0.435
H -5.71540 -0.61941 -2.11972 -0.014 0.012 0.008 0.433
H 2.33594 3.80682 3.96916 -0.021 -0.024 0.018 0.514
H -2.39546 5.23685 0.73272 -0.005 0.011 -0.011 0.477
H 1.78211 2.00607 -3.38696 0.003 0.014 0.039 0.277
H 3.98793 -2.97008 -0.84329 -0.005 -0.003 -0.007 0.466
H -2.51217 3.86774 -1.35305 0.003 0.000 -0.024 0.598
H 1.95876 -6.04605 -1.05825 0.010 -0.030 -0.007 0.447
H 3.10544 5.91998 2.96223 0.001 0.006 0.015 0.430
H 5.93009 -1.54542 -0.15613 0.027 0.014 0.001 0.432
H -2.81814 -4.86625 -1.14233 0.004 0.013 0.001 0.469
H -2.58959 0.91432 -3.20360 0.076 0.019 0.113 0.502
H 3.23490 0.64910 2.33948 0.039 0.014 0.010 0.618
```
Positions in Å, forces in eV/Å.

Output
- DFT total energy: -62827.4258 eV
- ΔE to the lowest compared entry with this formula, charge and spin: 1.5 kcal per mole
- E_HOMO: -9.2050 eV
- Total charge: +1

---

[2]
Molecular formula: C31H25ClN5O8PRe
Method: DFT, wB97M-V/def2-TZVPD

XYZ file:
```
72
Properties=species:S:1:pos:R:3:forces:R:3:mulliken_charge:R:1
Re 0.21826 -0.85764 1.25606 -1.258 -1.277 -0.694 0.990
Cl -1.50784 0.46596 2.97616 -0.753 0.932 1.292 2.102
P -2.22454 2.15786 0.29726 -0.740 1.332 -1.211 1.473
O -1.28644 -0.95124 2.91136 0.617 -2.119 -0.300 -0.753
O -1.28084 0.94906 4.25136 0.157 0.460 1.280 -0.629
O 7.38346 1.09546 0.31736 0.634 -0.037 0.099 -0.540
O 6.10656 2.22316 -0.99534 -0.001 0.557 -0.514 -0.582
O -2.75944 0.80286 2.45846 -1.468 0.140 -0.362 -0.640
O -0.47974 1.02356 2.06636 1.647 -0.045 -1.266 -0.680
O 0.55786 -2.79404 0.59526 0.082 1.074 0.575 -0.708
O -1.34754 -1.31584 -0.02564 0.696 0.677 0.910 -0.410
N 1.63446 -0.18134 -0.03904 0.533 0.445 -0.415 -0.078
N -0.43354 -3.26964 -0.14444 -0.584 1.970 0.279 1.061
N 6.31536 1.43796 -0.10654 -0.204 -0.372 0.385 0.966
N 1.84396 -0.70574 2.50956 0.404 -0.067 0.279 0.358
N -1.39994 -2.51464 -0.47154 -0.140 -1.369 -0.781 -0.483
C 4.23666 -0.44554 3.93986 -0.373 -0.119 -0.052 -0.455
C -1.44474 -5.21964 -1.18144 0.199 0.352 0.267 -0.481
C -2.25564 3.57666 1.44106 0.117 -0.369 0.100 -1.488
C 1.00676 -6.53664 -0.98904 -0.267 -0.103 -0.122 -0.601
C 4.18596 -0.06894 2.58496 -0.766 -0.101 -0.341 0.611
C 2.46686 0.69726 -2.09394 0.359 -0.034 0.174 -1.126
C -0.98234 2.81266 -3.50324 0.025 -0.045 -0.127 -0.697
C -0.33694 -4.58864 -0.61024 0.221 -1.795 -0.560 0.534
C 0.88966 -5.24904 -0.50234 -0.273 0.491 0.064 -0.302
C -1.23664 2.67996 -1.12104 -0.253 -0.549 0.481 0.471
C -3.91614 1.85796 -0.28424 0.553 -0.031 0.190 0.244
C -6.47364 1.47046 -1.24334 0.053 -0.018 -0.002 -0.522
C -0.07644 3.43536 -0.94944 0.016 0.036 0.069 -0.515
C -5.73894 0.38986 -0.78394 -0.060 -0.059 -0.018 -0.672
C 5.14046 0.84196 0.54606 -0.314 -0.383 0.836 0.074
C -1.66024 2.32576 -2.40334 -0.099 -0.028 -0.015 -0.637
C 0.60066 3.90716 -2.05664 0.066 0.012 0.029 -0.796
C -1.31044 -6.51104 -1.65154 0.205 -0.088 0.002 -0.562
C 2.96326 -0.23964 1.90726 0.754 0.241 0.137 0.240
C 0.14216 3.60856 -3.33344 -0.034 -0.061 0.071 -0.552
C 2.84176 0.08616 0.52686 0.656 0.178 -0.201 0.122
C -0.08994 -7.17204 -1.56214 0.081 0.206 0.107 -0.504
C -4.45424 0.57856 -0.30614 0.117 -0.016 0.079 -0.149
C -4.64624 2.95116 -0.74674 -0.039 -0.052 -0.031 -0.306
C 3.09186 -0.94034 4.53006 0.256 0.105 -0.119 -1.088
C 1.91386 -1.04524 3.78746 -0.008 -0.126 0.510 0.046
C 3.70336 0.96046 -1.54154 -0.344 -0.043 -0.252 -0.537
C 5.27506 0.47946 1.85156 0.301 0.247 -0.587 -0.826
C -5.92534 2.74386 -1.23024 -0.005 0.178 0.000 -0.748
C 1.46276 0.12636 -1.32004 -0.198 -0.016 -0.130 -0.203
C 3.91866 0.65406 -0.18624 -0.344 -0.106 0.235 0.369
H -2.38754 -4.70074 -1.22954 -0.121 0.005 -0.064 0.447
H -6.16634 -0.60024 -0.79564 -0.043 -0.097 0.001 0.445
H -3.87154 -0.25424 0.05606 0.026 -0.135 0.028 0.372
H 5.15496 -0.35304 4.50156 0.061 0.040 0.027 0.518
H -2.15944 -7.01044 -2.09004 -0.104 -0.019 -0.024 0.404
H 0.27416 3.67176 0.04296 0.078 0.106 0.141 0.402
H 0.48926 -0.08094 -1.74094 -0.093 -0.026 0.013 0.560
H 1.95716 -7.04084 -0.92654 0.088 -0.083 0.037 0.396
H -1.34104 2.58336 -4.49464 -0.010 -0.032 -0.100 0.468
H 0.66296 3.99476 -4.19454 0.062 0.066 -0.120 0.473
H 4.48646 1.40966 -2.13374 -0.063 -0.059 0.024 0.601
H 6.23076 0.61926 2.33816 0.033 0.016 -0.015 0.578
H 0.00636 -8.18144 -1.93144 -0.004 -0.064 -0.040 0.412
H -7.47514 1.32456 -1.61614 -0.099 -0.028 -0.034 0.421
H 1.47746 4.52056 -1.92824 0.124 0.089 0.022 0.483
H -2.45874 4.48896 0.88066 0.000 -0.041 -0.087 0.515
H -1.29874 3.67676 1.95116 0.010 0.031 0.011 0.476
H 2.26536 0.92786 -3.12774 -0.024 -0.009 -0.073 0.512
H -2.54254 1.71636 -2.53124 -0.084 -0.039 -0.048 0.495
H -4.22324 3.94496 -0.74734 0.011 0.107 -0.002 0.330
H 1.00336 -1.40814 4.24786 -0.010 0.002 -0.038 0.587
H -6.49314 3.58516 -1.59674 -0.074 0.059 -0.023 0.439
H 3.08906 -1.23724 5.56736 -0.034 -0.029 0.039 0.441
H 1.72876 -4.74264 -0.04984 0.036 -0.048 -0.019 0.400
H -3.04024 3.41306 2.17726 0.013 -0.020 -0.006 0.437
```
Positions in Å, forces in eV/Å.

Output
- DFT total energy: -80297.2629 eV
- <S²>: 3.770
- 2S+1: 4
- E_HOMO (spin up / spin down): -13.7609 / -13.6354 eV
- Total charge: +2

---

- Which value of total charge does entry 2 give?
  +2